Molecular formula: CH3N3S
Method: DFT, wB97M-V/def2-TZVPD

```
8
Properties=species:S:1:pos:R:3:mulliken_spin:R:1
C 0.392 -0.516 -0.131 -0.028
N 1.756 1.520 -0.035 0.596
N 2.680 0.717 -0.110 0.585
N 0.508 0.928 0.171 0.375
S 2.187 -0.924 0.054 0.397
H -0.349 -0.995 0.507 0.021
H 0.079 -0.682 -1.168 0.064
H -0.432 1.233 0.032 -0.011
```

The calculation puts the HOMO energy (spin up / spin down) at -0.210 / -0.345 Eh. The relative energy (zero: lowest compared OMol25 entry of this formula, charge and spin) is 35.5 kcal per mole. Its spin multiplicity is 3.